[1]
This record from the Open Molecules 2025 dataset describes the ion C3H9OSi with charge +1 in a non-equilibrium geometry. The level of theory is ωB97M-V with the def2-TZVPD basis set.

XYZ file:
```
14
Properties=species:S:1:pos:R:3:forces:R:3
C -1.114 -1.691 0.377 -0.14 1.20 -1.87
H -0.053 0.284 2.005 -0.74 0.41 -0.36
H -1.262 2.257 -0.036 0.10 1.95 0.92
H -1.487 -1.999 -0.651 -0.02 1.03 1.13
Si -0.290 0.086 0.537 -3.96 -1.11 -0.64
C 2.732 0.222 -0.178 -8.57 0.18 2.77
H -1.866 -1.854 1.135 -0.89 0.86 0.06
O 1.348 0.326 0.371 10.83 0.34 -4.25
H 3.009 -0.783 -0.389 0.29 -0.74 -0.02
H 3.343 1.094 -0.376 -0.35 0.46 0.48
H -0.597 -2.566 0.606 2.18 -1.19 0.52
H -2.126 1.308 -1.071 -1.74 -1.07 -0.85
C -1.161 1.535 -0.777 2.55 -2.54 2.66
H -0.478 1.779 -1.554 0.46 0.24 -0.56
```
Positions in Å, forces in eV/Å.

## Properties
Spin multiplicity: 1
Strongest force on any atom: 11.64 eV/Å
LUMO energy (alpha / beta): -7.81 / -7.80 eV
Kohn-Sham gap (alpha / beta): 6.781 / 6.782 eV
E_tot: -13171.3382 eV
Net charge: +1
Relative energy (zero: lowest compared OMol25 entry of this formula, charge and spin): 59.38 kcal/mol
HOMO (alpha / beta): -14.6 / -14.6 eV

Atomic partial charges in e from the natural (NBO) method, atoms 1 to 6: number 1, C, carries -1.127; number 2, H, carries -0.143; number 3, H, carries 0.230; number 4, H, carries 0.264; number 5, Si, carries 1.477; number 6, C, carries 0.461

[2]
This record from the Open Molecules 2025 dataset describes a cluster of 2 separate species, C4H10N2O4 in total in a non-equilibrium geometry. The level of theory is ωB97M-V with the def2-TZVPD basis set.

XYZ file:
```
20
Properties=species:S:1:pos:R:3:forces:R:3
H 1.315 -1.017 -2.020 0.05 -0.21 -0.06
C -1.465 2.149 0.006 -0.36 -0.03 -0.35
N -0.849 -1.306 -0.405 3.86 0.44 -0.73
C 0.451 -1.339 -0.101 -3.24 -1.84 -1.06
O -0.559 1.396 0.814 2.35 -1.00 -0.44
H -2.639 -1.170 0.367 0.48 -0.19 0.08
H 2.057 1.954 -0.686 -0.41 -0.09 -0.19
H 2.454 -1.598 -0.777 -0.14 0.05 -0.09
H -2.410 1.599 -0.020 0.18 0.01 0.04
H -1.134 2.306 -1.023 0.12 -0.13 0.30
C 0.795 1.239 0.450 -0.49 3.70 2.15
H -1.435 -1.396 1.518 -0.16 -0.11 -0.10
O 0.878 -1.704 1.133 -0.09 0.33 0.69
N -1.724 -1.579 0.560 -1.20 0.35 1.12
O 1.084 1.871 -0.715 0.15 -0.94 -0.01
H -1.644 3.113 0.491 0.16 -0.10 -0.06
C 1.439 -1.694 -1.171 0.20 0.83 -0.11
H 0.430 -1.150 1.791 0.35 -0.11 0.09
O 1.666 1.050 1.288 -1.78 -1.05 -1.34
H 1.288 -2.725 -1.499 -0.04 0.11 0.04
```
Positions in Å, forces in eV/Å.

## Properties
Spin multiplicity: 1
Strongest force on any atom: 4.31 eV/Å
LUMO energy: 0.51 eV
Kohn-Sham gap: 8.762 eV
E_tot: -15478.5657 eV
SMILES: C/C(O)=N/N.COC(=O)O
Relative energy (zero: lowest compared OMol25 entry of this formula, charge and spin): 53.07 kcal/mol
HOMO: -8.3 eV

Atomic partial charges in e from the natural (NBO) method, atoms 1 to 6: number 1, H, carries 0.231; number 2, C, carries -0.253; number 3, N, carries -0.272; number 4, C, carries 0.407; number 5, O, carries -0.538; number 6, H, carries 0.366

[3]
This record from the Open Molecules 2025 dataset describes the molecule C4H6N4 in a non-equilibrium geometry. The level of theory is ωB97M-V with the def2-TZVPD basis set.

XYZ file:
```
14
Properties=species:S:1:pos:R:3:forces:R:3
C 1.986 0.424 -0.273 1.13 1.05 0.02
C 0.160 -1.233 0.240 -0.16 -0.19 -1.58
H 2.871 -0.217 0.173 -2.18 1.05 -0.69
N -4.146 0.368 -0.185 0.27 0.00 0.31
N -1.253 -1.131 -0.092 -0.40 -1.08 -0.18
H 0.297 -1.820 1.122 0.00 -0.08 1.42
C -0.472 0.961 0.373 -0.68 -2.59 -0.19
N 0.654 0.114 0.253 -0.79 0.77 0.25
C -3.015 0.284 0.012 2.03 0.81 -0.25
H 2.153 1.474 0.066 0.31 -0.73 -0.36
H 0.767 -1.788 -0.491 -0.56 -0.09 -0.39
H 2.112 0.444 -1.422 -0.56 -0.38 1.59
H -0.493 1.966 0.167 0.15 2.11 -0.29
N -1.622 0.154 0.057 1.44 -0.66 0.35
```
Positions in Å, forces in eV/Å.

## Properties
Spin multiplicity: 1
Strongest force on any atom: 2.69 eV/Å
LUMO energy (alpha / beta): 0.36 / 0.18 eV
Kohn-Sham gap (alpha / beta): 8.285 / 7.425 eV
E_tot: -10200.5507 eV
Relative energy (zero: lowest compared OMol25 entry of this formula, charge and spin): 124.27 kcal/mol
HOMO (alpha / beta): -7.9 / -7.2 eV

Atomic partial charges in e from the natural (NBO) method, atoms 1 to 6: number 1, C, carries -0.419; number 2, C, carries -0.083; number 3, H, carries 0.221; number 4, N, carries -0.295; number 5, N, carries -0.268; number 6, H, carries 0.169

[4]
This record from the Open Molecules 2025 dataset describes a structure of composition C25H68O11 in a non-equilibrium geometry. The level of theory is ωB97M-V with the def2-TZVPD basis set.

XYZ file:
```
104
Properties=species:S:1:pos:R:3:forces:R:3
C -1.095 0.621 13.808 0.22 -0.49 1.21
H -1.508 0.730 4.150 -0.08 -0.01 0.07
H 4.594 1.506 8.948 -0.25 0.07 -0.07
H 1.200 0.605 10.185 -1.11 0.45 0.67
C -1.272 2.020 5.906 1.65 0.34 -2.63
C -0.904 -2.845 6.556 0.18 -0.17 0.07
H -2.300 0.596 11.473 0.89 -0.79 -2.80
H -2.314 1.784 6.119 1.51 0.70 -0.15
H -2.209 4.584 13.860 -0.93 -0.13 0.77
C -2.762 0.082 6.627 -1.91 -0.85 0.24
H -4.032 0.131 9.131 -0.45 0.05 -0.06
H -1.287 -0.378 8.077 1.52 1.30 -1.16
H 2.123 -3.109 13.249 -0.20 0.16 -0.01
H -0.195 -2.955 12.748 0.41 0.12 0.18
H 5.187 0.206 7.957 -0.39 -0.23 -0.40
H 0.679 -0.916 9.593 -0.19 0.29 -0.02
O -1.776 -0.083 8.848 4.67 11.48 5.80
C -4.445 3.026 7.402 0.31 0.06 0.72
O -2.201 -2.483 6.256 1.45 -2.16 -4.16
H 0.140 1.248 4.379 0.20 0.32 0.06
O 2.368 -3.034 12.324 1.17 -0.70 -0.90
H -5.429 -0.152 8.021 0.09 0.70 -0.24
H -2.273 3.000 7.130 -1.37 0.55 0.76
C 0.494 0.153 9.488 0.85 0.26 0.82
H 0.488 -0.543 6.844 0.22 0.04 -0.18
H -0.517 -0.009 5.404 0.16 0.30 -0.43
O -2.599 -1.689 8.261 -5.53 -8.18 -2.41
H 2.859 -2.002 9.445 0.58 -0.61 -0.72
O -4.096 5.028 12.917 -0.01 -0.71 0.82
C 4.515 0.431 8.785 0.11 -0.27 0.72
H 1.596 -0.839 13.524 0.31 -0.59 0.16
O 2.602 0.537 7.373 -0.68 0.69 0.19
C -2.669 2.485 9.197 -1.86 0.86 -2.48
H -2.902 2.519 14.538 0.05 -0.02 -0.33
C -3.297 1.506 14.469 -0.27 0.08 0.56
H 5.003 -0.030 9.644 -0.18 -0.14 0.25
C 3.041 -0.007 8.634 2.12 -1.01 -1.19
H -4.642 3.202 6.344 0.32 0.05 -0.01
C -0.249 -2.138 7.743 0.61 -2.13 -0.26
C 2.789 -1.548 8.456 0.54 2.32 0.86
C -0.288 2.256 7.054 -0.76 -0.83 0.28
H -2.233 -0.923 8.709 -2.70 -4.01 2.95
H -0.606 3.349 4.686 0.09 0.35 -0.13
H -0.698 -2.366 8.709 -0.17 0.42 -0.24
C -1.255 0.413 11.222 -0.16 -0.56 -1.60
H -0.606 1.553 13.527 -0.11 -0.38 0.43
H -1.897 -0.319 6.098 -1.10 -0.05 0.75
H -0.609 -0.230 13.329 0.05 0.25 0.76
C -0.757 0.935 4.913 0.25 0.43 -0.09
C 0.146 -2.619 11.768 -0.87 0.49 -1.14
H -2.641 -2.084 7.010 1.94 -2.51 -0.28
H -2.694 1.444 8.874 -0.20 0.86 0.74
C -2.730 4.641 12.904 0.59 -0.30 -0.64
H -4.047 -1.677 6.723 0.07 -0.05 0.01
H -0.864 1.616 9.513 0.00 -1.11 0.24
H 1.863 -1.967 10.640 -0.15 -0.21 0.70
C -0.933 0.551 9.734 3.17 0.66 2.49
H -4.263 5.610 12.171 0.10 -0.06 -0.03
H -2.223 5.511 12.487 0.68 -0.40 -0.87
H -2.959 3.400 11.176 0.54 0.36 0.48
H -0.283 -2.571 5.703 0.29 -0.12 -0.39
H 1.756 -1.586 8.112 1.47 0.05 0.18
H -0.744 2.974 7.735 0.66 -0.05 0.00
H -4.360 1.579 14.241 -0.13 0.04 0.00
H -0.653 3.639 11.914 0.31 0.16 -0.08
H -3.900 -0.762 13.170 -0.16 -0.15 0.02
H -0.569 -1.870 11.430 0.06 -0.73 -0.08
C -3.505 -1.020 7.403 -3.22 2.60 1.90
H 3.503 -1.879 7.701 -0.04 -0.55 0.21
H -4.922 -1.380 9.021 0.59 -0.42 -0.05
H 0.781 -2.463 7.894 -0.76 -0.99 -0.68
C 1.542 -2.061 11.678 0.11 -0.07 2.66
H 1.240 0.096 12.191 0.30 0.07 -0.51
H 2.472 0.395 9.473 0.82 -0.07 -0.91
H 0.812 0.493 8.502 0.28 -0.05 1.38
H -0.857 -3.930 6.652 0.39 -0.24 0.32
H -0.779 1.170 11.846 0.30 -0.82 -1.60
H 3.078 0.031 6.710 0.16 0.09 -0.21
H -1.062 0.520 14.893 0.35 -0.18 0.14
H -0.162 1.304 7.569 0.04 0.83 -0.16
H -2.704 0.922 12.429 -1.01 0.49 2.66
C -4.506 -0.560 8.435 -1.67 0.75 -0.05
H 0.698 2.620 6.766 -0.13 -0.10 -0.44
H 0.071 -3.453 11.070 -0.03 -0.21 0.13
O -0.176 -0.751 7.505 0.83 -2.18 -2.72
H -5.070 3.706 7.981 -0.22 -0.03 -0.02
C -2.525 3.268 12.167 -0.80 1.79 -0.49
H -3.389 0.513 5.847 -0.44 -0.16 0.06
C -2.562 0.617 13.466 -0.74 0.02 1.74
C -3.012 3.275 7.882 0.03 -0.66 0.91
H 2.916 -0.584 12.333 -0.07 0.29 0.18
O -1.409 3.249 5.202 0.08 0.39 -0.64
H -3.133 2.472 12.596 0.39 0.99 0.04
H -3.193 1.173 15.502 -0.06 -0.62 -0.09
H -1.018 -0.528 11.720 -0.41 0.39 -1.05
H -2.463 0.868 7.320 -0.75 -0.81 -0.67
H -1.662 2.742 9.525 -0.99 0.80 0.19
H -3.431 2.647 9.960 0.02 -0.13 -0.59
O -2.844 4.643 8.138 -0.27 1.37 0.14
O -3.015 -0.741 13.543 0.14 0.09 0.08
H -2.000 4.747 8.583 0.10 0.16 -0.07
H -4.721 2.006 7.667 -0.14 0.03 -0.20
C 1.849 -0.765 12.466 -0.73 0.14 -0.60
O -1.153 2.838 12.086 -0.95 2.45 0.20
```
Positions in Å, forces in eV/Å.

## Properties
Spin multiplicity: 1
Strongest force on any atom: 13.68 eV/Å
LUMO energy: 0.13 eV
Kohn-Sham gap: 9.155 eV
E_tot: -49531.2953 eV
Relative energy (zero: lowest compared OMol25 entry of this formula, charge and spin): 390.23 kcal/mol
HOMO: -9.0 eV

Atomic partial charges in e from the Mulliken method, atoms 1 to 6: number 1, C, carries -1.067; number 2, H, carries 0.372; number 3, H, carries 0.402; number 4, H, carries 1.376; number 5, C, carries 0.443; number 6, C, carries -1.145

Which formula does entry 3 have? C4H6N4

What is the relative energy (zero: lowest compared OMol25 entry of this formula, charge and spin) in the second record? 53.07 kcal/mol

Which value of E_tot does entry 1 give? -13171.3382 eV

The highest E_tot belongs to which entry? C4H6N4